(1)
Below is a molecular structure, C24H73CaN12O5P4, with properties calculated with ωB97M-V with the def2-TZVPD basis set.

Each line ends with the Mulliken charge.
Geometry (Å):
Ca  -1.567  -1.985  0.223  1.8164
O  0.086  -0.859  -0.603  -0.4280
H  0.301  -0.425  -1.452  -0.1939
O  -3.440  -0.893  -0.686  -0.7890
P  -4.042  0.207  -1.471  -0.6939
N  -4.578  -0.349  -3.001  0.4857
C  -3.657  -1.077  -3.849  -1.0154
C  -5.908  0.043  -3.458  -0.9685
N  -2.952  1.407  -1.956  0.5352
C  -3.232  2.367  -3.023  -1.0642
C  -1.526  1.189  -1.817  -0.9861
N  -5.335  1.033  -0.700  0.7085
C  -6.449  0.270  -0.047  -1.3490
C  -5.724  2.406  -0.902  -1.0619
H  -2.872  -1.654  -3.361  0.1623
H  -3.239  -0.388  -4.583  0.3319
H  -4.248  -1.745  -4.475  0.4485
H  -6.736  -0.381  -2.889  0.2228
H  -5.956  -0.167  -4.526  0.4267
H  -5.928  1.132  -3.424  0.2887
H  -3.212  3.389  -2.645  0.3078
H  -2.469  2.339  -3.801  0.4265
H  -4.224  2.212  -3.448  0.3256
H  -1.233  0.247  -2.280  0.2420
H  -0.912  2.022  -2.158  0.7595
H  -1.309  1.006  -0.765  -0.1209
H  -7.425  0.558  -0.439  0.4581
H  -6.307  -0.804  -0.171  0.3811
H  -6.469  0.506  1.017  0.3967
H  -6.612  2.637  -0.315  0.5325
H  -5.960  2.616  -1.945  0.2785
H  -5.004  3.165  -0.596  0.2245
O  -0.001  -2.952  1.873  0.0741
P  0.971  -4.030  2.313  -0.8193
N  2.412  -4.108  1.431  0.5035
C  2.501  -3.175  0.315  -1.1015
C  3.437  -5.110  1.271  -1.0271
N  0.411  -5.615  2.078  0.3699
C  1.044  -6.789  2.729  -1.4313
C  -0.732  -5.905  1.249  -0.9867
N  1.603  -3.924  3.965  0.2279
C  2.606  -2.957  4.331  -0.9490
C  0.802  -4.408  5.089  -0.6474
H  1.708  -3.415  -0.394  0.2133
H  3.504  -3.192  -0.111  0.4768
H  2.423  -2.165  0.717  0.1999
H  3.279  -5.621  0.321  0.3636
H  3.359  -5.933  1.981  0.3166
H  4.366  -4.541  1.264  0.3625
H  1.507  -7.484  2.028  0.3586
H  1.742  -6.505  3.517  0.5056
H  0.289  -7.423  3.194  0.4414
H  -1.569  -5.275  1.552  0.1454
H  -0.416  -5.666  0.234  0.2971
H  -1.000  -6.962  1.227  0.4020
H  2.036  -2.208  4.882  0.3380
H  3.357  -3.296  5.044  0.2984
H  3.040  -2.489  3.447  0.2913
H  0.300  -5.349  4.864  0.3045
H  0.110  -3.626  5.402  -0.1117
H  1.377  -4.524  6.008  0.3960
O  -1.864  -0.335  1.979  -0.1190
P  -1.477  0.636  3.065  -0.3695
N  -1.608  -0.035  4.714  0.4106
C  -1.411  0.779  5.847  -1.1179
C  -2.043  -1.355  5.009  -1.0301
N  -2.510  2.027  3.162  0.4216
C  -3.615  2.085  2.277  -1.3006
C  -2.115  3.348  3.776  -1.1813
N  0.051  1.402  2.801  0.2365
C  0.275  2.187  1.557  -0.7000
C  1.231  0.671  3.249  -1.1134
H  -0.440  1.272  5.882  0.2859
H  -1.565  0.173  6.740  0.4410
H  -2.152  1.577  5.904  0.2704
H  -1.240  -2.031  5.302  0.2713
H  -2.494  -1.693  4.076  0.2102
H  -2.658  -1.380  5.909  0.4999
H  -4.363  2.765  2.685  0.4400
H  -3.317  2.471  1.302  0.3877
H  -4.160  1.156  2.107  0.2620
H  -1.988  4.146  3.044  0.4064
H  -2.891  3.679  4.466  0.3523
H  -1.213  3.168  4.362  0.3869
H  -0.514  2.916  1.370  0.2044
H  1.238  2.654  1.766  0.4263
H  0.242  1.420  0.783  0.1761
H  2.186  1.139  3.014  0.4370
H  1.112  -0.359  2.913  0.3465
H  1.234  0.676  4.339  0.2069
O  2.600  2.909  -5.470  -0.8681
P  3.662  2.834  -4.415  0.2838
N  3.105  1.973  -3.071  0.4020
C  2.980  0.518  -3.141  -1.3086
C  2.041  2.519  -2.296  -1.4287
N  4.274  4.278  -3.758  0.2730
C  4.580  5.492  -4.604  -1.0433
C  4.633  4.400  -2.322  -0.9708
N  5.057  2.030  -4.853  0.4552
C  6.222  1.957  -4.072  -0.9652
C  5.212  1.572  -6.274  -1.0296
H  3.761  -0.065  -3.630  0.3411
H  2.084  0.239  -3.696  0.3600
H  2.849  0.060  -2.160  0.4756
H  2.085  2.229  -1.246  0.3110
H  1.121  2.144  -2.744  0.3793
H  2.071  3.607  -2.353  0.5174
H  3.976  6.328  -4.251  0.3387
H  5.639  5.729  -4.504  0.3527
H  4.360  5.237  -5.641  0.3021
H  3.746  4.714  -1.772  0.2832
H  4.855  3.414  -1.914  0.3270
H  5.410  5.130  -2.097  0.3223
H  5.951  1.720  -3.043  0.2862
H  6.901  1.170  -4.400  0.3774
H  6.725  2.922  -4.128  0.2224
H  5.634  0.568  -6.307  0.2825
H  5.915  2.316  -6.650  0.3746
H  4.293  1.520  -6.859  0.2976

Atomic forces in eV per Å
Ca 1.13 1.64 0.67
O -0.27 -0.49 -0.60
H -0.03 -0.56 0.95
O 0.55 -0.51 0.59
P -1.20 2.41 -2.67
N -0.39 -0.16 2.99
C -0.84 0.35 -1.21
C 1.04 0.55 -0.62
N -0.24 0.13 0.28
C -0.65 0.04 0.20
C 0.00 -0.81 1.46
N 0.31 -1.99 0.01
C 0.96 0.00 -0.21
C 0.20 1.03 -0.46
H -0.19 0.26 0.30
H 0.64 0.10 0.03
H 0.03 -0.43 0.17
H 0.03 -0.13 -0.18
H -0.37 -0.38 0.08
H -0.66 0.05 0.10
H -0.03 0.10 0.20
H -0.13 -0.38 -0.15
H 0.18 -0.04 -0.18
H 0.18 0.25 -0.56
H -0.38 -0.01 -0.09
H 0.24 0.23 -0.03
H 0.10 -0.05 -0.34
H 0.00 0.03 0.02
H 0.10 -0.07 0.10
H -0.02 -0.26 -0.02
H -0.19 0.09 -0.08
H 0.45 -0.31 0.06
O 0.64 -1.48 -0.02
P 2.50 -1.55 1.21
N -1.06 1.93 0.19
C -0.12 0.83 0.63
C -0.83 -0.73 0.37
N 0.31 -0.07 2.26
C -0.56 0.08 0.04
C 0.37 0.73 -0.65
N -1.13 -2.07 -2.29
C -0.89 1.02 0.08
C -0.15 0.74 0.02
H 0.32 0.52 -0.50
H -0.18 -0.38 -0.28
H -0.58 0.19 -0.48
H 0.27 0.10 -0.42
H 0.46 0.47 0.44
H 0.36 -0.75 0.19
H 0.40 0.37 -0.33
H 0.05 0.12 -0.30
H -0.35 0.23 0.26
H -0.31 -0.25 -0.16
H -0.55 0.04 -0.47
H 0.01 0.12 0.44
H 0.31 0.75 0.08
H 0.14 -0.57 -0.34
H 0.16 -0.15 0.15
H -0.10 0.22 0.00
H -0.63 -0.11 -0.17
H 0.64 -0.38 -0.31
O -0.16 0.22 1.10
P 0.02 1.92 1.53
N 1.11 0.97 -3.43
C -0.03 1.38 0.84
C 0.27 -0.92 -0.73
N 1.82 -0.80 0.59
C -1.19 0.53 -0.73
C -0.16 -1.65 -0.09
N -1.54 -0.18 1.38
C -0.64 -1.31 0.92
C -0.70 -0.48 0.88
H 0.24 -0.14 0.13
H 0.34 0.11 0.03
H -0.20 0.19 0.03
H 0.46 -0.13 -0.35
H -0.44 -0.73 0.50
H -0.80 0.21 -0.48
H -0.06 0.18 0.05
H -0.12 0.09 -0.38
H 0.43 -0.29 0.15
H 0.26 -0.15 -0.24
H -0.18 -0.15 0.01
H 0.05 0.35 -0.26
H 0.06 0.07 0.23
H -0.11 0.18 -0.78
H 0.66 0.48 -0.73
H -0.26 -0.06 -0.68
H 0.89 -0.21 -0.15
H -0.08 -0.26 0.20
O 1.58 0.39 0.62
P 0.06 -0.03 0.14
N 1.86 -0.57 0.14
C -0.35 -0.46 -0.39
C -0.47 0.51 -0.27
N 0.02 0.49 0.18
C -0.46 -1.70 0.83
C -1.21 -0.43 -0.47
N -2.85 -1.51 -2.60
C 0.56 0.41 0.86
C 0.37 0.57 1.12
H 0.48 0.72 -0.04
H -0.42 0.06 -0.18
H 0.11 0.37 0.34
H 0.08 -0.17 0.08
H -0.53 0.26 0.26
H -0.26 -0.04 0.00
H -0.01 0.09 -0.23
H 0.03 0.06 -0.04
H -0.09 0.25 0.04
H -0.04 0.33 0.26
H 0.40 0.14 -0.04
H 0.22 -0.19 -0.48
H 0.19 0.17 0.21
H -0.10 0.01 -0.22
H 0.56 0.05 0.38
H 0.27 0.03 0.14
H 0.06 -0.39 -0.96
H -0.06 0.53 0.39

Values from the calculation:
Energy above the lowest of the compared OMol25 structures with the same formula, charge and spin: 80.6 kcal/mol
Lowest unoccupied orbital energy: -2.4 eV
M: 773.90 g mol⁻¹
Gap between HOMO and LUMO: 0.2685 Ha
Charge: +1

---

(2)
Below is a single CH5BO molecule, with properties calculated with ωB97M-V with the def2-TZVPD basis set.

Each line ends with the natural charge from an NBO analysis.
Geometry (Å):
B  -1.076  -0.126  0.033  0.4540
C  1.243  -0.057  0.100  -0.4925
O  0.076  0.917  0.115  -0.6709
H  -1.457  -0.481  -0.954  -0.0961
H  -1.503  -0.358  1.180  -0.0642
H  1.109  -0.847  -0.678  0.1583
H  1.522  -0.534  0.961  0.1737
H  0.085  1.485  -0.758  0.5377

Atomic forces in eV per Å
B 2.80 0.81 3.96
C -1.06 -0.55 -3.72
O -1.74 0.73 -2.61
H -0.49 -0.33 -1.87
H 0.46 0.19 -1.34
H -0.31 0.98 -0.02
H -0.21 -0.18 2.99
H 0.54 -1.65 2.61

Values from the calculation:
Energy above the lowest of the compared OMol25 structures with the same formula, charge and spin: 129.1 kcal/mol
Lowest unoccupied orbital energy: 0.3 eV
M: 43.86 g mol⁻¹
Gap between HOMO and LUMO: 0.2873 Ha

---

(3)
Below is a molecular structure, C26H28FI2NNiOS2, with properties calculated with ωB97M-V with the def2-TZVPD basis set.

Each line ends with the natural charge from an NBO analysis.
Geometry (Å):
Ni  -0.203  1.991  1.265  1.0607
I  2.094  5.861  2.630  0.1510
C  0.063  6.095  2.090  -0.7294
I  -0.600  4.746  0.594  0.1959
H  -0.080  7.097  1.711  0.2281
H  -0.534  5.922  2.975  0.2288
C  1.912  -3.120  -3.249  -0.5963
C  2.509  -1.770  -2.823  -0.0822
C  3.967  -1.683  -3.295  -0.5955
C  1.707  -0.663  -3.505  -0.6003
C  2.465  -1.652  -1.300  0.0063
C  3.084  -2.644  -0.516  -0.2102
C  3.086  -2.598  0.861  -0.2063
C  2.439  -1.537  1.489  -0.2432
S  2.263  -1.184  3.179  0.4091
C  1.368  0.247  2.778  0.1002
N  1.210  0.453  1.496  -0.5339
C  1.813  -0.544  0.736  0.2013
C  1.840  -0.595  -0.661  -0.2598
C  0.775  1.166  3.740  -0.1094
C  0.951  1.067  5.120  -0.1923
C  0.324  1.978  5.948  -0.2431
C  -0.484  2.964  5.388  -0.1789
C  -0.653  3.047  4.011  -0.2685
C  -0.016  2.159  3.146  -0.1908
H  1.863  -3.181  -4.339  0.2085
H  0.900  -3.239  -2.853  0.2118
H  2.514  -3.959  -2.896  0.2066
H  4.016  -1.751  -4.385  0.2072
H  4.570  -2.491  -2.880  0.2072
H  4.416  -0.735  -2.990  0.2142
H  1.768  -0.783  -4.589  0.2119
H  2.087  0.331  -3.256  0.2137
H  0.652  -0.710  -3.221  0.2050
H  3.583  -3.473  -1.004  0.2115
H  3.577  -3.372  1.438  0.2215
H  1.358  0.209  -1.200  0.2496
H  1.575  0.286  5.544  0.2071
H  0.452  1.920  7.022  0.2122
H  -0.998  3.665  6.037  0.2071
H  -1.333  3.790  3.610  0.2036
C  -4.543  -3.610  -0.573  -0.6326
C  -3.877  -2.272  -0.750  0.0026
C  -2.490  -2.172  -0.829  -0.1999
C  -1.866  -0.939  -0.945  -0.2387
C  -2.645  0.204  -0.990  -0.1438
C  -4.024  0.137  -0.896  -0.2233
C  -4.633  -1.104  -0.789  -0.2006
S  -1.878  1.805  -1.124  1.3051
C  -1.698  1.826  -2.909  -0.8172
O  -0.418  1.652  -0.697  -1.0342
H  -3.901  -4.421  -0.917  0.2161
H  -5.484  -3.660  -1.123  0.2177
H  -4.768  -3.789  0.481  0.2257
H  -1.886  -3.072  -0.782  0.2114
H  -0.789  -0.860  -0.961  0.2384
H  -4.618  1.044  -0.888  0.2233
H  -5.713  -1.164  -0.712  0.2116
H  -1.199  0.915  -3.237  0.2330
H  -1.105  2.704  -3.164  0.2395
H  -2.693  1.899  -3.351  0.2343
F  -2.072  1.571  1.312  -0.8087

Atomic forces in eV per Å
Ni 0.00 -1.14 0.39
I 0.00 -0.01 0.00
C 0.05 -0.07 0.00
I 0.03 0.12 -0.01
H 0.02 0.04 -0.02
H -0.02 -0.03 0.03
C -0.01 -0.02 0.00
C -0.01 0.00 0.00
C 0.02 0.00 -0.02
C -0.03 0.04 0.03
C -0.04 0.07 0.03
C 0.03 -0.04 -0.01
C 0.01 -0.03 0.05
C -0.03 0.08 0.01
S -0.01 -0.02 0.04
C 0.06 -0.13 -0.22
N 0.12 0.41 0.28
C -0.07 0.18 -0.06
C 0.00 0.00 0.05
C 0.11 0.00 -0.13
C 0.06 -0.02 -0.03
C 0.01 0.01 0.01
C 0.00 0.01 -0.05
C -0.03 -0.04 -0.07
C -0.18 -0.02 -0.25
H 0.02 0.00 0.03
H 0.02 0.01 -0.03
H -0.03 0.02 0.01
H 0.00 -0.01 0.03
H -0.01 0.03 -0.01
H -0.02 -0.02 -0.02
H 0.00 0.00 0.01
H -0.02 -0.04 -0.01
H 0.03 0.02 -0.01
H -0.01 0.03 0.02
H -0.02 0.03 -0.02
H -0.02 -0.02 0.00
H -0.03 0.03 -0.03
H -0.01 0.00 -0.04
H 0.02 -0.01 -0.03
H -0.03 0.03 -0.03
C 0.01 0.01 -0.01
C 0.02 -0.03 0.01
C 0.00 -0.02 0.02
C -0.11 0.02 0.01
C 0.00 0.02 0.05
C 0.00 -0.01 -0.05
C 0.00 0.03 -0.01
S -0.24 -0.04 0.11
C 0.06 -0.08 -0.06
O 0.17 0.15 -0.02
H -0.01 0.01 0.00
H 0.01 0.00 0.01
H 0.00 0.00 -0.02
H -0.02 0.04 0.00
H 0.10 0.00 -0.02
H 0.02 -0.01 0.02
H 0.02 0.00 0.00
H 0.01 0.05 -0.02
H -0.04 -0.03 0.01
H 0.05 -0.02 0.02
F -0.05 0.44 0.03

Values from the calculation:
Energy above the lowest of the compared OMol25 structures with the same formula, charge and spin: 12.0 kcal/mol
Lowest unoccupied orbital energy: 0.0 eV
M: 766.15 g mol⁻¹
Gap between HOMO and LUMO: 0.2912 Ha

---

The highest lowest unoccupied orbital energy belongs to which entry?
CH5BO

---

Which formula does entry 2 have?
CH5BO

---

What is the M in the second record?
43.86 g mol⁻¹

---

What is the energy above the lowest of the compared OMol25 structures with the same formula, charge and spin in the second record?
129.1 kcal/mol